[1]
Entry from the OMol25 dataset: C30H26Br2IrN4OSe2 as an isolated structure in a non-equilibrium geometry (ωB97M-V/def2-TZVPD).

Computed properties:
E ... -11506.794072 hartree
⟨S²⟩ ... 0.91
Total charge ... +4
Frontier orbital gap (spin up / spin down) ... 6.37 / 4.67 eV
2S+1 ... 2

Last column: Löwdin charge in e.
Atoms and positions in Å:
Ir: -0.271 -0.468 1.391  1.2975
Se: -2.517 0.966 2.509  0.8379
Se: -3.039 -1.228 3.129  0.8327
C: -3.128 -1.806 1.314  -0.6870
C: -4.253 -2.457 0.849  -0.0386
C: -4.280 -2.864 -0.481  0.0257
C: -3.176 -2.608 -1.281  0.0031
C: -2.087 -1.956 -0.737  -0.1096
N: -2.052 -1.553 0.542  -0.1495
C: -1.110 1.187 3.786  -0.6601
C: -1.225 1.938 4.929  -0.0222
C: -0.090 2.057 5.733  0.0336
C: 1.075 1.413 5.351  0.0240
C: 1.085 0.664 4.185  -0.0673
N: 0.001 0.561 3.410  -0.0821
H: -5.095 -2.636 1.506  0.1321
H: -5.153 -3.364 -0.880  0.1449
H: -3.157 -2.918 -2.317  0.1335
H: -1.209 -1.754 -1.336  0.1070
H: -2.157 2.424 5.188  0.1380
H: -0.124 2.651 6.637  0.1467
H: 1.973 1.487 5.949  0.1398
H: 1.974 0.134 3.869  0.1180
Br: 6.200 1.126 2.074  0.9689
C: 4.423 0.692 1.765  -0.6485
C: 3.521 1.661 1.325  -0.0456
C: 2.214 1.287 1.118  -0.0928
N: 1.786 0.028 1.309  -0.0646
C: 2.651 -0.915 1.722  -0.2163
C: 3.974 -0.611 1.966  -0.0143
C: 2.064 -2.239 1.889  -0.1927
C: 2.793 -3.380 2.137  -0.0058
C: 2.126 -4.593 2.305  -0.6433
Br: 3.082 -6.141 2.666  0.9683
C: 0.739 -4.620 2.202  -0.0350
C: 0.080 -3.440 1.938  -0.0715
N: 0.724 -2.276 1.784  -0.0387
H: 3.836 2.681 1.152  0.1322
H: 1.479 2.009 0.788  0.1269
H: 4.669 -1.361 2.318  0.1285
H: 3.872 -3.358 2.199  0.1264
H: 0.185 -5.541 2.322  0.1348
H: -0.996 -3.429 1.838  0.1065
C: -1.146 3.575 -6.556  0.0135
C: -0.837 2.756 -5.353  -0.1803
C: 0.157 1.811 -5.337  0.0975
C: 0.467 1.043 -4.176  -0.0835
C: 1.527 0.009 -4.297  0.0087
C: -0.259 1.265 -2.948  -0.0741
C: 0.154 0.535 -1.753  -0.1334
O: -0.351 0.633 -0.631  -0.1274
C: -1.305 2.181 -2.944  -0.0952
C: -2.160 2.453 -1.758  0.0115
C: -1.575 2.925 -4.157  0.1733
H: -0.524 3.320 -7.408  0.1059
H: -1.022 4.639 -6.328  0.1219
H: -2.200 3.483 -6.831  0.1197
H: 0.725 1.640 -6.244  0.1530
H: 1.956 0.006 -5.295  0.1087
H: 1.120 -0.991 -4.107  0.1240
H: 2.342 0.179 -3.586  0.1169
H: 1.010 -0.137 -1.885  0.1350
H: -2.567 1.526 -1.351  0.0997
H: -2.978 3.124 -2.011  0.1075
H: -1.567 2.915 -0.962  0.1169
H: -2.373 3.661 -4.143  0.1589


[2]
Entry from the OMol25 dataset: C30H26BrN10O5S5Ta as an isolated structure in a non-equilibrium geometry (ωB97M-V/def2-TZVPD).

Computed properties:
E ... -6704.222329 hartree
Total charge ... +2
Frontier orbital gap ... 6.06 eV
2S+1 ... 1

Last column: Löwdin charge in e.
Atoms and positions in Å:
Ta: 0.144 0.597 0.222  1.4617
O: -3.634 5.034 -5.040  0.1283
N: -2.469 4.859 -4.776  -0.3388
O: -1.535 5.513 -5.188  0.1086
C: -2.148 3.694 -3.923  -0.0571
C: -2.921 2.607 -4.080  0.0875
C: -2.630 1.414 -3.357  -0.1094
C: -3.385 0.240 -3.525  0.0502
C: -3.036 -0.869 -2.807  0.0109
C: -1.957 -0.793 -1.925  -0.1363
N: -1.221 0.298 -1.745  0.0317
C: -1.560 1.400 -2.459  -0.1426
C: -0.781 2.581 -2.259  -0.1380
N: 0.208 2.498 -1.328  -0.0153
C: 0.968 3.572 -1.169  -0.1236
C: 0.781 4.764 -1.866  0.0177
C: -0.235 4.871 -2.773  0.0585
C: -1.044 3.739 -3.006  -0.0434
H: -3.753 2.633 -4.771  0.1471
H: -4.223 0.232 -4.211  0.1408
H: -3.577 -1.801 -2.891  0.1320
H: -1.672 -1.664 -1.348  0.0034
H: 1.763 3.501 -0.446  0.0381
H: 1.442 5.595 -1.660  0.1319
H: -0.409 5.790 -3.312  0.1256
C: 1.944 -2.079 3.760  0.0004
N: 2.628 -2.176 2.472  -0.1078
C: 3.734 -3.129 2.335  -0.0187
C: 2.152 -1.502 1.431  -0.4468
N: 1.032 -0.824 1.472  -0.0520
N: 2.936 -1.494 0.299  0.1800
C: 2.712 -0.884 -0.905  -0.5153
N: 3.601 -1.176 -1.856  0.2278
N: 1.714 -0.063 -1.100  -0.0688
H: 2.609 -2.453 4.532  0.1040
H: 1.024 -2.670 3.773  0.1051
H: 1.721 -1.038 3.996  0.1061
H: 3.739 -3.775 3.207  0.1003
H: 4.701 -2.621 2.296  0.1084
H: 3.579 -3.765 1.463  0.0855
H: 0.507 -0.968 2.325  0.0829
H: 3.768 -2.058 0.353  0.1374
H: 4.361 -1.817 -1.709  0.1352
H: 3.527 -0.759 -2.769  0.1367
H: 1.681 0.317 -2.038  0.0970
O: 2.138 6.037 4.329  0.0060
C: 1.818 5.126 3.637  -0.9589
S: 2.998 4.089 2.762  1.0074
C: 1.807 3.053 2.038  -1.1247
C: 0.513 3.306 2.299  -1.1011
S: -0.725 2.258 1.698  0.6929
S: 0.122 4.639 3.354  1.0050
S: 2.262 1.772 0.971  0.6372
Br: -5.126 -3.003 0.908  0.8502
C: -5.074 -1.153 0.536  -0.5813
C: -6.287 -0.579 0.180  -0.1106
C: -6.357 0.767 -0.141  -0.0393
C: -5.214 1.553 -0.106  -0.0496
C: -4.008 0.984 0.251  -0.0268
C: -3.908 -0.375 0.577  -0.1607
C: -2.580 -0.947 0.924  -0.5270
O: -2.359 -2.088 1.240  0.0171
O: -1.555 -0.096 0.806  -0.3682
H: -7.175 -1.194 0.158  0.1069
H: -7.313 1.200 -0.408  0.1223
H: -5.268 2.609 -0.340  0.1173
H: -3.130 1.607 0.307  0.0757
S: 0.212 -3.008 -0.851  0.7134
C: 0.059 -4.120 0.396  -0.7878
N: -1.191 -4.547 0.766  0.0810
C: -1.411 -5.512 1.674  -0.0200
C: -0.347 -6.110 2.279  -0.0171
C: 0.912 -5.602 1.939  -0.0940
N: 1.119 -4.644 1.054  0.0688
H: -1.974 -4.039 0.373  0.1106
H: -2.444 -5.756 1.876  0.1463
H: -0.473 -6.904 2.998  0.1197
H: 1.797 -6.001 2.427  0.1228


[3]
Entry from the OMol25 dataset: C30H26BrN4O4PdS3 as an isolated structure in a non-equilibrium geometry (ωB97M-V/def2-TZVPD).

Computed properties:
E ... -5575.311262 hartree
Total charge ... -1
Frontier orbital gap ... 5.95 eV
2S+1 ... 1

Last column: Löwdin charge in e.
Atoms and positions in Å:
Pd: 0.966 0.652 0.465  0.9816
C: 5.532 0.167 -5.178  -0.0541
C: 5.035 0.268 -3.763  -0.2678
C: 3.715 0.613 -3.490  -0.0192
C: 3.247 0.684 -2.188  -0.0572
C: 4.121 0.421 -1.145  -0.2795
C: 5.445 0.088 -1.392  -0.0519
C: 5.894 0.008 -2.698  -0.0409
S: 3.582 0.527 0.534  0.6178
O: 2.702 1.743 0.625  -0.4155
O: 4.767 0.555 1.339  -0.2843
N: 2.496 -0.586 0.927  -0.2972
C: 2.689 -1.965 0.482  -0.1808
C: 2.007 -2.355 -0.870  -0.7152
O: 2.039 -3.569 -1.110  -0.0434
O: 1.509 -1.418 -1.531  -0.0954
H: 4.741 0.404 -5.889  0.0722
H: 5.887 -0.843 -5.391  0.0817
H: 6.364 0.852 -5.352  0.0785
H: 3.030 0.806 -4.306  0.1156
H: 2.214 0.914 -1.993  0.0901
H: 6.112 -0.102 -0.562  0.1094
H: 6.926 -0.262 -2.892  0.1122
H: 2.312 -2.620 1.267  0.1042
H: 3.758 -2.181 0.391  0.1107
S: -2.927 1.627 -1.656  0.4539
C: -3.344 2.470 -0.200  -0.7818
C: -3.282 3.872 -0.101  -0.1655
C: -3.522 4.533 1.093  -0.1335
C: -3.848 3.827 2.246  -0.1398
C: -3.950 2.441 2.165  -0.1245
C: -3.709 1.780 0.972  -0.1495
H: -3.041 4.438 -0.993  0.0895
H: -3.451 5.616 1.122  0.0930
H: -4.035 4.344 3.180  0.0828
H: -4.221 1.866 3.045  0.0895
H: -3.783 0.701 0.926  0.0734
S: -4.319 -3.241 0.644  0.9928
C: -2.890 -2.175 0.583  -0.5217
C: -2.363 -1.625 1.750  -0.0756
C: -1.234 -0.849 1.651  -0.1084
N: -0.628 -0.598 0.480  -0.0498
C: -1.161 -1.075 -0.642  -0.1231
C: -2.292 -1.882 -0.622  -0.0638
C: -3.548 -4.643 1.432  -0.5230
C: -2.417 -5.245 0.895  -0.0650
C: -1.872 -6.333 1.558  -0.1355
N: -2.385 -6.856 2.671  0.0511
C: -3.472 -6.275 3.168  -0.1589
C: -4.084 -5.167 2.599  -0.0945
H: -2.815 -1.813 2.714  0.1143
H: -0.771 -0.418 2.528  0.1119
H: -0.635 -0.863 -1.558  0.1026
H: -2.687 -2.263 -1.552  0.1183
H: -1.953 -4.865 -0.006  0.1144
H: -0.978 -6.808 1.170  0.1095
H: -3.875 -6.707 4.079  0.1009
H: -4.959 -4.722 3.055  0.0985
Br: -0.144 6.993 0.494  0.7487
C: -0.192 5.102 0.486  -0.6853
C: -0.301 4.417 1.678  -0.1070
C: -0.313 3.037 1.625  -0.1134
N: -0.276 2.343 0.484  -0.0449
C: -0.196 3.036 -0.665  -0.1656
C: -0.138 4.415 -0.708  -0.0994
H: -0.367 4.931 2.625  0.1084
H: -0.386 2.457 2.534  0.1175
H: -0.254 2.452 -1.572  0.0734
H: -0.073 4.925 -1.657  0.1131


[4]
Entry from the OMol25 dataset: C30H26Cl3GeNOP2Ta as an isolated structure (ωB97M-V/def2-TZVPD).

Computed properties:
E ... -5485.652439 hartree
⟨S²⟩ ... 0.75
Total charge ... +2
Frontier orbital gap (spin up / spin down) ... 5.99 / 4.44 eV
2S+1 ... 2

Last column: Löwdin charge in e.
Atoms and positions in Å:
Ta: -0.148 -0.069 -0.310  1.2173
C: -1.725 0.608 -3.417  -0.2141
P: -0.569 1.420 -2.296  1.0060
C: -1.378 2.342 -0.964  -0.4090
C: -2.451 1.706 -0.299  -0.1407
C: -2.946 2.234 0.885  -0.0465
C: -2.386 3.389 1.417  -0.0292
C: -1.336 4.025 0.762  -0.0532
C: -0.820 3.501 -0.414  -0.1162
C: 0.744 2.409 -2.989  -0.3812
C: 2.055 1.928 -2.921  -0.1240
C: 3.096 2.715 -3.398  -0.0489
C: 2.829 3.966 -3.938  -0.0306
C: 1.522 4.434 -4.022  -0.0362
C: 0.475 3.657 -3.550  -0.0767
C: -2.101 -0.691 -2.753  -0.3769
C: -3.020 -1.599 -3.172  -0.0133
C: -2.978 -2.695 -2.265  -0.0203
C: -2.043 -2.400 -1.327  -0.4011
C: -1.582 -3.204 -0.156  -0.2280
P: -1.106 -2.004 1.109  0.9732
C: -0.056 -2.742 2.358  -0.3741
C: 1.331 -2.685 2.220  -0.0949
C: 2.137 -3.318 3.154  -0.0515
C: 1.562 -3.999 4.217  -0.0398
C: 0.181 -4.056 4.355  -0.0450
C: -0.634 -3.428 3.429  -0.0753
C: -2.582 -1.317 1.895  -0.3689
C: -3.830 -1.386 1.274  -0.0725
C: -4.937 -0.824 1.893  -0.0544
C: -4.803 -0.187 3.120  -0.0565
C: -3.558 -0.107 3.734  -0.0560
C: -2.448 -0.668 3.125  -0.1146
N: -1.471 -1.142 -1.576  -0.1738
H: -1.189 0.447 -4.356  0.1131
H: -2.589 1.240 -3.631  0.1134
H: -2.927 0.832 -0.732  0.1039
H: -3.773 1.743 1.383  0.1063
H: -2.773 3.799 2.340  0.1274
H: -0.916 4.935 1.170  0.1245
H: 0.002 3.998 -0.912  0.0972
H: 2.256 0.937 -2.533  0.0828
H: 4.111 2.342 -3.364  0.1213
H: 3.641 4.577 -4.308  0.1237
H: 1.319 5.402 -4.457  0.1230
H: -0.542 4.026 -3.619  0.1236
H: -3.649 -1.506 -4.043  0.1234
H: -3.560 -3.601 -2.318  0.1238
H: -0.687 -3.794 -0.371  0.1120
H: -2.354 -3.886 0.204  0.1174
H: 1.781 -2.164 1.383  0.0760
H: 3.213 -3.282 3.050  0.1169
H: 2.194 -4.491 4.944  0.1206
H: -0.261 -4.592 5.183  0.1200
H: -1.711 -3.470 3.541  0.1168
H: -3.944 -1.884 0.319  0.1043
H: -5.909 -0.898 1.423  0.1208
H: -5.673 0.234 3.606  0.1209
H: -3.457 0.374 4.698  0.1195
H: -1.485 -0.635 3.623  0.1014
Cl: 0.416 1.120 1.821  0.2156
Ge: 2.376 1.824 0.574  0.0311
Cl: 2.509 3.867 1.099  0.2293
Cl: 3.952 0.711 1.394  0.2535
O: 1.477 -0.554 -0.602  -0.5567